{"formula": "CH3IS3", "method": "ωB97M-V with the def2-TZVPD basis set", "orbital_gap_ev": 6.7, "de_lowest_kcal_mol": 25.3, "total_charge": 0, "homo_ha": -0.3145, "species": ["C", "S", "S", "S", "I", "H", "H", "H"], "xyz": [[-1.110, -0.504, -0.536], [0.155, -1.091, 0.634], [0.021, 0.289, 2.045], [2.034, 1.901, 1.137], [2.733, 0.645, -0.716], [-2.082, -0.086, -0.205], [-1.193, -1.382, -1.123], [-0.558, 0.229, -1.237]], "forces_ev_per_a": [[1.65, 1.51, -1.43], [-1.19, 0.92, 0.93], [1.92, 0.56, -0.92], [-1.14, -1.03, 0.28], [-0.24, 0.21, 0.47], [0.90, -0.50, 0.30], [-0.82, -0.87, -0.82], [-1.08, -0.80, 1.21]], "mulliken_charge": [-0.61, 0.01, -0.08, -0.23, 0.14, 0.30, 0.26, 0.23]}



{"formula": "CH3N", "method": "ωB97M-V with the def2-TZVPD basis set", "orbital_gap_ev": 10.8, "smiles": "C=N", "de_lowest_kcal_mol": 12.9, "total_charge": 0, "homo_ha": -0.3493, "species": ["C", "N", "H", "H", "H"], "xyz": [[-0.333, 0.264, 0.049], [0.881, 0.064, 0.067], [-0.769, 1.198, -0.043], [-1.146, -0.630, 0.004], [1.367, -0.897, -0.077]], "forces_ev_per_a": [[-2.55, -4.97, -0.49], [3.52, -0.78, -0.71], [-0.52, 2.16, 0.34], [1.57, 1.77, 0.06], [-2.03, 1.82, 0.80]], "mulliken_charge": [-0.23, -0.46, 0.27, 0.16, 0.25]}



{"formula": "CH3N2O", "method": "ωB97M-V with the def2-TZVPD basis set", "orbital_gap_ev": 12.3, "smiles": "[NH2+]=C1NO1", "de_lowest_kcal_mol": 54.7, "total_charge": 1, "homo_ha": -0.6391, "species": ["N", "C", "N", "O", "H", "H", "H"], "xyz": [[0.862, 0.453, -0.626], [0.108, -0.099, 0.289], [-1.127, -0.073, 0.919], [-0.070, -1.143, 0.971], [0.555, 1.287, -1.069], [1.686, -0.017, -0.848], [-2.014, -0.408, 0.364]], "forces_ev_per_a": [[-2.29, -1.11, 2.74], [-1.84, 1.02, -1.78], [-1.34, 1.01, -0.86], [1.37, -1.57, 0.37], [-0.07, 0.79, -0.44], [1.91, -0.60, -0.72], [2.26, 0.46, 0.68]], "mulliken_charge": [-0.23, 0.77, -0.28, -0.17, 0.29, 0.28, 0.35]}



{"formula": "CH3N2O2", "method": "ωB97M-V with the def2-TZVPD basis set", "orbital_gap_ev": 8.6, "de_lowest_kcal_mol": 104.3, "total_charge": -1, "homo_ha": -0.1408, "species": ["C", "N", "N", "O", "O", "H", "H", "H"], "xyz": [[-0.372, -1.046, -0.245], [-0.802, -0.745, -1.318], [0.266, 0.969, 1.211], [1.282, -0.019, 1.168], [-1.254, -0.541, -2.452], [-0.519, 0.551, 0.605], [0.777, -0.835, 0.519], [0.622, 1.667, 0.511]], "forces_ev_per_a": [[-1.99, -0.47, -3.90], [0.99, -1.39, 2.30], [-0.24, 0.78, -1.60], [0.11, -1.32, -0.21], [-0.19, 0.31, -0.25], [0.88, 0.54, 1.33], [0.81, 1.88, 1.55], [-0.37, -0.34, 0.80]], "mulliken_charge": [-0.56, 0.38, -0.57, -0.50, -0.70, 0.30, 0.42, 0.22]}



{"formula": "CH3N2O2PS", "method": "ωB97M-V with the def2-TZVPD basis set", "orbital_gap_ev": 8.8, "de_lowest_kcal_mol": 7.6, "total_charge": 0, "homo_ha": -0.3193, "species": ["C", "N", "N", "O", "O", "P", "S", "H", "H", "H"], "xyz": [[0.212, -1.108, -0.056], [-2.132, -0.495, 0.109], [-0.955, -1.136, 0.176], [2.975, 1.629, -0.398], [0.658, 1.219, 0.367], [2.259, 0.903, 0.645], [1.702, -1.548, -0.329], [-2.444, -0.344, -0.847], [-2.822, -0.999, 0.656], [0.548, 1.879, -0.322]], "forces_ev_per_a": [[-2.04, -1.20, 0.14], [-0.70, 0.48, 0.10], [1.30, -0.04, -0.10], [0.80, 0.36, -0.69], [0.15, 0.15, 0.77], [-0.73, 0.45, 0.66], [0.87, -0.34, -0.45], [0.12, -0.16, 0.15], [0.11, 0.08, -0.23], [0.10, 0.23, -0.34]], "mulliken_charge": [0.48, -0.52, 0.09, -0.49, -0.44, 0.42, -0.38, 0.24, 0.27, 0.32]}



{"formula": "CH3N2O2S", "method": "ωB97M-V with the def2-TZVPD basis set", "orbital_gap_ev": 7.5, "de_lowest_kcal_mol": 63.3, "total_charge": -1, "homo_ha": -0.1213, "species": ["C", "N", "N", "O", "O", "S", "H", "H", "H"], "xyz": [[-0.338, 0.550, -0.102], [-1.194, -0.371, -0.767], [-1.009, -0.495, 0.675], [2.286, 1.067, 0.514], [1.635, -1.259, 0.121], [1.590, 0.142, -0.407], [-0.565, 1.684, 0.095], [-2.136, -0.226, -0.873], [-0.268, -1.092, 0.742]], "forces_ev_per_a": [[0.03, 1.72, 0.80], [2.64, -1.53, -0.57], [-1.54, 3.03, 0.10], [-0.18, 0.57, 0.20], [-0.44, 0.17, -0.17], [-0.60, -0.28, -0.22], [0.15, -2.20, -0.36], [-2.53, 1.48, -0.43], [2.47, -2.96, 0.65]], "mulliken_charge": [0.08, -0.45, -0.58, -0.62, -0.68, 0.40, 0.26, 0.20, 0.39]}



{"formula": "CH3N2O2S", "method": "ωB97M-V with the def2-TZVPD basis set", "orbital_gap_ev": 11.3, "de_lowest_kcal_mol": 43.5, "total_charge": 1, "homo_ha": -0.6602, "species": ["C", "N", "N", "O", "O", "S", "H", "H", "H"], "xyz": [[0.683, -1.960, -1.440], [0.334, -1.101, -0.774], [0.278, 1.501, 0.722], [-1.849, 0.705, -0.205], [-1.019, -0.280, 1.883], [-0.794, 0.360, 0.668], [0.975, -2.632, -2.110], [0.442, 1.937, -0.176], [0.950, 1.470, 1.431]], "forces_ev_per_a": [[-1.28, 3.12, 2.41], [-0.32, -0.02, 0.65], [-1.13, -0.70, -1.43], [1.03, -0.72, -0.55], [1.02, -1.29, 0.62], [-2.28, 2.01, -0.51], [1.18, -2.76, -2.42], [0.30, 0.36, 0.04], [1.48, 0.00, 1.19]], "mulliken_charge": [-0.04, -0.23, -0.27, -0.37, -0.35, 1.20, 0.47, 0.30, 0.29]}



{"formula": "CH3N2P", "method": "ωB97M-V with the def2-TZVPD basis set", "orbital_gap_ev": [7.0, 7.0], "de_lowest_kcal_mol": 47.9, "total_charge": 0, "homo_ha": [-0.2706, -0.2701], "species": ["C", "N", "N", "P", "H", "H", "H"], "xyz": [[0.458, 1.924, -0.458], [-0.647, 2.161, -0.575], [-0.388, -1.266, 0.136], [-0.207, -1.569, 1.735], [0.451, -1.094, -0.396], [-1.155, -1.738, -0.354], [1.488, 1.582, -0.089]], "forces_ev_per_a": [[3.35, -1.26, 1.60], [-1.26, 0.45, -0.51], [-0.20, -1.15, -0.07], [-0.01, 0.19, 0.60], [-0.28, 0.23, -0.46], [0.49, 0.67, -0.09], [-2.08, 0.87, -1.07]], "mulliken_charge": [0.05, -0.33, -0.32, -0.18, 0.25, 0.26, 0.26]}



{"formula": "CH3N2PS", "method": "ωB97M-V with the def2-TZVPD basis set", "orbital_gap_ev": 9.9, "smiles": "N#CP(N)S", "de_lowest_kcal_mol": 11.5, "total_charge": 0, "homo_ha": -0.3496, "species": ["N", "C", "P", "N", "S", "H", "H", "H"], "xyz": [[3.587, 0.606, 0.440], [2.547, 0.425, -0.017], [0.952, 0.117, -0.833], [0.035, 0.997, 0.147], [0.806, -1.816, 0.148], [0.282, 1.193, 1.096], [-0.659, 1.457, -0.433], [1.306, -2.497, -1.041]], "forces_ev_per_a": [[0.07, 0.06, 0.10], [0.10, 0.22, -0.51], [1.93, -2.10, -0.15], [-1.24, 0.94, -0.51], [0.68, -1.05, -2.46], [-0.56, 0.51, 0.23], [-0.16, 0.50, 1.34], [-0.82, 0.92, 1.95]], "mulliken_charge": [-0.35, 0.29, 0.11, -0.41, -0.31, 0.25, 0.25, 0.18]}



{"formula": "CH3N2S", "method": "ωB97M-V with the def2-TZVPD basis set", "orbital_gap_ev": 7.4, "smiles": "[NH+]#S#CN", "de_lowest_kcal_mol": 74.7, "total_charge": 1, "homo_ha": -0.5464, "species": ["N", "S", "C", "N", "H", "H", "H"], "xyz": [[-2.159, -0.889, 0.087], [-1.328, 0.422, -0.153], [0.610, 1.015, 0.156], [1.611, 0.289, -0.037], [-3.176, -0.809, 0.251], [1.878, -0.725, -0.112], [2.565, 0.698, -0.191]], "forces_ev_per_a": [[2.31, 1.10, 0.58], [-2.04, -0.94, 0.17], [-1.08, -0.19, -0.07], [3.51, -1.81, -0.77], [0.16, 0.49, -0.56], [-1.78, 0.52, -0.02], [-1.07, 0.83, 0.66]], "mulliken_charge": [-0.24, 0.32, 0.16, -0.24, 0.34, 0.31, 0.34]}



{"formula": "CH3N2S3", "method": "ωB97M-V with the def2-TZVPD basis set", "orbital_gap_ev": [7.1, 7.1], "de_lowest_kcal_mol": 6.1, "total_charge": 1, "homo_ha": [-0.4980, -0.4967], "species": ["C", "N", "N", "S", "S", "S", "H", "H", "H"], "xyz": [[-0.171, -0.536, -1.593], [-0.362, -1.658, -1.760], [0.173, 0.513, -1.024], [-0.611, -0.782, 3.334], [0.812, 1.706, 1.654], [0.145, 1.028, 3.371], [-0.458, -2.356, -2.421], [0.206, 0.748, 0.052], [0.265, 1.336, -1.613]], "forces_ev_per_a": [[0.42, -0.97, 1.58], [-0.42, 0.17, -0.54], [0.25, 3.15, 0.32], [0.77, 2.02, 0.01], [-0.32, -0.06, 1.12], [-0.45, -1.77, -0.94], [-0.34, -1.96, -1.04], [0.05, -0.65, -0.63], [0.04, 0.08, 0.11]], "mulliken_charge": [0.40, -0.05, -0.21, -0.02, -0.19, 0.33, 0.31, 0.18, 0.26]}



{"formula": "CH3N3O", "method": "ωB97M-V with the def2-TZVPD basis set", "orbital_gap_ev": [9.6, 8.2], "de_lowest_kcal_mol": 150.0, "total_charge": 0, "homo_ha": [-0.3669, -0.3566], "species": ["C", "N", "N", "N", "O", "H", "H", "H"], "xyz": [[0.820, -0.067, 0.100], [0.342, 1.104, -0.089], [2.070, -0.208, 0.116], [-1.703, 2.038, -0.559], [-1.012, 0.997, -0.152], [-0.008, -0.794, 0.343], [2.522, -1.081, 0.431], [-2.803, 1.767, -0.517]], "forces_ev_per_a": [[-1.04, -4.74, 1.78], [-2.46, 5.50, -1.73], [2.48, -0.18, 0.27], [-1.58, 0.44, -0.04], [-0.71, -1.11, 0.17], [1.10, -0.18, -0.24], [-1.11, 0.35, -0.44], [3.33, -0.09, 0.23]], "mulliken_charge": [0.10, -0.27, -0.48, -0.30, 0.08, 0.35, 0.26, 0.26]}



{"formula": "CH3N3O", "method": "ωB97M-V with the def2-TZVPD basis set", "orbital_gap_ev": 10.3, "smiles": "N=C=NON", "de_lowest_kcal_mol": 120.5, "total_charge": 0, "homo_ha": -0.3517, "species": ["N", "C", "N", "O", "N", "H", "H", "H"], "xyz": [[-2.056, -0.062, -0.195], [-1.022, 0.465, 0.033], [0.015, 1.087, 0.131], [1.376, 0.954, -0.024], [1.709, -0.337, -0.132], [-2.629, -0.555, 0.378], [1.510, -0.870, 0.736], [1.097, -0.682, -0.927]], "forces_ev_per_a": [[-1.24, 0.27, -2.79], [4.37, 0.56, 0.32], [-1.42, 2.23, 0.68], [-1.07, 1.06, 0.64], [0.08, -3.02, -1.67], [-1.76, -1.50, 2.14], [-0.14, 0.59, -0.58], [1.18, -0.20, 1.27]], "mulliken_charge": [-0.41, 0.38, -0.20, -0.12, -0.43, 0.25, 0.26, 0.27]}



{"formula": "CH3N3O", "method": "ωB97M-V with the def2-TZVPD basis set", "orbital_gap_ev": [6.6, 6.9], "de_lowest_kcal_mol": 110.3, "total_charge": 0, "spin_multiplicity": 3, "homo_ha": [-0.2311, -0.3675], "species": ["C", "N", "N", "N", "O", "H", "H", "H"], "xyz": [[-1.014, 1.441, 0.861], [-1.973, 1.008, 0.310], [1.985, -0.627, -0.006], [0.798, -0.312, -0.100], [-0.041, -0.916, -0.735], [2.331, -1.423, -0.502], [-2.388, 0.274, -0.260], [0.302, 0.555, 0.432]], "forces_ev_per_a": [[-2.67, -0.33, -0.89], [1.92, 0.18, 0.72], [5.95, -1.31, 0.71], [-3.41, 8.29, 4.84], [-3.86, -4.78, -4.32], [-0.27, -0.69, -0.53], [-0.06, 0.58, 0.34], [2.39, -1.94, -0.86]], "mulliken_charge": [-0.20, -0.22, -0.79, 0.65, -0.44, 0.22, 0.32, 0.46]}



{"formula": "CH3N3O2", "method": "ωB97M-V with the def2-TZVPD basis set", "orbital_gap_ev": [9.6, 9.0], "smiles": "[H]/N=[N+](\\[O-])C(N)=O", "de_lowest_kcal_mol": 85.9, "total_charge": 0, "homo_ha": [-0.3844, -0.3689], "species": ["H", "N", "N", "O", "C", "N", "O", "H", "H"], "xyz": [[-1.803, -0.181, 1.675], [-0.886, 0.081, 1.322], [-0.915, -0.209, -0.146], [-1.893, -0.606, -0.732], [0.335, 0.210, -0.817], [1.378, 0.000, -0.015], [0.292, 0.633, -1.931], [1.191, -0.216, 0.955], [2.300, 0.288, -0.311]], "forces_ev_per_a": [[-0.44, -0.22, -0.52], [0.98, -0.93, -5.59], [-1.98, 1.02, 7.12], [0.61, 0.06, -0.45], [0.65, 0.18, -0.70], [0.46, -0.10, 0.28], [-0.08, -0.09, -0.01], [0.07, 0.07, -0.11], [-0.28, 0.02, -0.03]], "mulliken_charge": [0.23, -0.60, 0.71, -0.48, 0.41, -0.33, -0.47, 0.28, 0.24]}



{"formula": "CH3N3O2Si", "method": "ωB97M-V with the def2-TZVPD basis set", "orbital_gap_ev": 10.0, "smiles": "N#C[Si@H](N)[N+](=O)[O-]", "de_lowest_kcal_mol": 15.8, "total_charge": 0, "homo_ha": -0.3689, "species": ["N", "C", "Si", "N", "N", "O", "O", "H", "H", "H"], "xyz": [[0.891, -2.660, -0.552], [0.474, -1.710, -0.033], [-0.317, -0.131, 0.603], [-1.568, 0.207, -0.527], [1.370, 1.039, 0.029], [2.304, 0.938, 0.818], [1.253, 1.797, -0.898], [-0.516, 0.005, 2.030], [-1.804, -0.402, -1.252], [-2.087, 0.915, -0.218]], "forces_ev_per_a": [[-0.42, 1.04, 0.60], [-0.05, -0.72, -0.02], [2.01, 0.17, -3.17], [4.30, -2.51, 2.03], [-2.24, -1.14, 2.09], [-0.14, 0.22, -0.84], [0.56, 0.08, -0.20], [-0.02, 0.13, 0.20], [-0.67, -0.54, -1.15], [-3.32, 3.28, 0.47]], "mulliken_charge": [-0.35, 0.19, 0.50, -0.38, 0.70, -0.53, -0.52, -0.04, 0.26, 0.18]}



{"formula": "CH3N3O3", "method": "ωB97M-V with the def2-TZVPD basis set", "orbital_gap_ev": 10.9, "smiles": "O=CNN[N+](=O)[O-]", "de_lowest_kcal_mol": 42.4, "total_charge": 0, "homo_ha": -0.3869, "species": ["O", "C", "N", "N", "N", "O", "O", "H", "H", "H"], "xyz": [[1.652, 1.318, 0.598], [1.545, 0.128, 0.346], [0.571, -0.506, -0.319], [-0.520, 0.169, -0.761], [-1.665, -0.051, 0.063], [-1.667, -1.048, 0.710], [-2.497, 0.800, -0.080], [2.207, -0.571, 0.712], [0.604, -1.472, -0.449], [-0.230, 1.233, -0.819]], "forces_ev_per_a": [[-0.72, -0.71, -0.74], [-0.44, 2.02, 0.72], [-0.13, 1.23, -0.02], [0.84, 2.42, -1.02], [0.80, 1.60, -0.67], [-0.39, -0.84, 0.58], [-0.81, -0.01, 0.31], [2.16, -1.70, 0.79], [-0.02, -1.44, -0.31], [-1.30, -2.56, 0.36]], "mulliken_charge": [-0.56, 0.06, 0.01, -0.44, 1.12, -0.58, -0.58, 0.40, 0.22, 0.36]}



{"formula": "CH3N3OS", "method": "ωB97M-V with the def2-TZVPD basis set", "orbital_gap_ev": [8.3, 8.5], "de_lowest_kcal_mol": 167.9, "total_charge": 0, "homo_ha": [-0.3808, -0.3753], "species": ["C", "N", "N", "N", "O", "S", "H", "H", "H"], "xyz": [[1.852, -0.268, 0.343], [2.900, -0.233, 0.787], [-1.574, -1.245, -0.850], [-0.317, 0.538, 1.052], [0.618, 1.289, -1.181], [0.309, 0.080, -0.485], [-1.874, -1.007, -1.785], [-0.698, -0.339, 1.319], [-1.216, 1.184, 0.798]], "forces_ev_per_a": [[-0.93, -0.38, -0.76], [1.26, -0.22, 0.56], [0.40, -0.16, 1.14], [-2.21, 2.44, -1.93], [-0.19, 1.03, -1.24], [-0.04, 0.03, 1.53], [0.01, 0.29, -1.05], [-0.90, -1.04, 1.03], [2.60, -1.99, 0.72]], "mulliken_charge": [0.33, -0.32, -0.38, -0.60, -0.49, 0.58, 0.23, 0.31, 0.34]}



{"formula": "CH3N3S", "method": "ωB97M-V with the def2-TZVPD basis set", "orbital_gap_ev": [9.1, 6.7], "de_lowest_kcal_mol": 77.1, "total_charge": 0, "homo_ha": [-0.3379, -0.2614], "species": ["C", "N", "N", "N", "S", "H", "H", "H"], "xyz": [[0.456, 0.247, -0.310], [-0.394, 1.232, -0.088], [-1.563, 0.892, 0.190], [-0.169, -0.980, -0.289], [-1.784, -0.765, 0.196], [1.423, 0.387, -0.743], [1.736, 0.858, 1.370], [0.295, -1.871, -0.326]], "forces_ev_per_a": [[0.37, -0.88, 0.27], [1.53, 1.41, -0.34], [-2.09, 0.18, 0.45], [-0.02, 0.03, -0.12], [0.40, -0.60, 0.08], [0.16, 0.03, -0.12], [-0.36, -0.20, -0.26], [0.01, 0.03, 0.05]], "mulliken_charge": [-0.30, -0.21, -0.19, -0.19, 0.12, 0.53, 0.00, 0.24]}



{"formula": "CH3N4O", "method": "ωB97M-V with the def2-TZVPD basis set", "orbital_gap_ev": 7.4, "smiles": "N#CN([O-])NN", "de_lowest_kcal_mol": 67.6, "total_charge": -1, "homo_ha": -0.0978, "species": ["N", "C", "N", "O", "N", "N", "H", "H", "H"], "xyz": [[-2.131, -0.947, -0.133], [-1.105, -0.939, 0.356], [0.146, -1.027, 0.681], [0.575, -0.676, 1.886], [0.836, -0.196, -0.605], [0.646, 1.254, -0.618], [0.265, -0.595, -1.319], [1.134, 1.621, 0.222], [-0.367, 1.505, -0.470]], "forces_ev_per_a": [[-3.42, -0.02, -1.20], [0.77, 0.29, 0.81], [2.89, 0.48, -1.00], [-0.06, 0.40, 0.15], [0.55, 0.73, 2.00], [-0.96, -0.83, 0.95], [-0.46, 0.06, -0.87], [-0.33, -0.65, -0.72], [1.02, -0.46, -0.13]], "mulliken_charge": [-0.56, 0.38, 0.04, -0.75, -0.46, -0.44, 0.28, 0.27, 0.24]}